The following is a DFT calculation (ωB97M-V/def2-TZVPD) of C12H37O13Zn as an isolated structure.

Properties
ΔE to the lowest compared entry with this formula, charge and spin ... 0.0000 eV
Orbital gap ... 0.3552 hartree
Net charge ... +1
E_tot ... -3236.6064 hartree
E_HOMO ... -12.14 eV

Positions of all 63 atoms, in Å:
1 Zn -0.936 -0.482 0.991
2 O 0.543 0.342 0.199
3 H 1.450 0.134 -0.006
4 C 1.495 -0.936 -3.183
5 C 1.382 -2.451 -3.151
6 O 1.119 -2.876 -1.777
7 O 0.447 -0.282 -2.477
8 H 1.300 -0.533 -4.178
9 H 2.509 -0.644 -2.897
10 H 2.292 -2.966 -3.468
11 H 0.563 -2.867 -3.747
12 H 1.224 -3.834 -1.781
13 H 0.629 -0.195 -1.511
14 C -2.025 -2.234 -1.265
15 C -2.776 -3.532 -1.199
16 O -3.294 -3.728 0.143
17 O -0.997 -2.128 -0.250
18 H -2.668 -1.356 -1.223
19 H -1.478 -2.150 -2.209
20 H -2.132 -4.376 -1.456
21 H -3.723 -3.505 -1.739
22 H -2.667 -4.249 0.653
23 H -0.218 -2.565 -0.648
24 C 0.586 3.639 -0.417
25 C -0.878 3.840 -0.808
26 O -1.611 2.676 -1.206
27 O 0.711 2.920 0.788
28 H 0.975 4.633 -0.209
29 H 1.039 3.091 -1.253
30 H -0.917 4.620 -1.579
31 H -1.416 4.264 0.047
32 H -1.166 2.391 -2.017
33 H 0.632 1.943 0.570
34 C 4.364 1.724 0.335
35 C 3.668 1.036 -0.812
36 O 4.323 1.248 -2.068
37 O 3.458 1.708 1.456
38 H 4.545 2.766 0.067
39 H 5.252 1.233 0.723
40 H 2.651 1.389 -0.978
41 H 3.627 -0.057 -0.692
42 H 5.230 0.933 -2.077
43 H 2.748 2.359 1.411
44 C 0.214 0.053 3.783
45 C 1.088 -0.886 2.970
46 O 0.250 -1.821 2.281
47 O -0.687 0.798 2.909
48 H 0.823 0.767 4.342
49 H -0.470 -0.362 4.530
50 H 1.682 -1.426 3.716
51 H 1.745 -0.335 2.301
52 H 0.797 -2.568 2.017
53 H -0.734 1.714 3.195
54 C -3.823 -0.161 1.855
55 C -3.629 0.924 0.797
56 O -2.294 0.968 0.309
57 O -2.711 -1.072 1.976
58 H -4.751 -0.723 1.761
59 H -3.932 0.384 2.795
60 H -3.806 1.909 1.260
61 H -4.400 1.045 0.025
62 H -2.174 1.739 -0.273
63 H -3.047 -1.890 2.352